No. 1
# C17H18O5S3

A molecular structure, C17H18O5S3 in a non-equilibrium geometry (ωB97M-V/def2-TZVPD, the Open Molecules 2025 dataset).

For the HOMO-LUMO gap, the calculation gives 6.61 eV. As for the total energy: -60655.8679 eV. Its HOMO energy is -6.71 eV.

ORCA input file:
```
! RIJCOSX wB97M-V def2-TZVPD def2/J DEFGRID3
* xyz 0 1
C 0.40941 2.69779 3.85671
C 0.97541 1.45630 3.57030
C 0.16702 0.46883 3.01635
C -1.16926 0.70088 2.74995
C -1.73774 1.94165 3.02148
C -0.94102 2.93929 3.58091
S -2.07369 -0.67151 2.02162
O -2.75682 -1.40010 3.06688
O -2.81120 -0.13145 0.89023
C -0.65799 -1.61934 1.53055
C -0.53625 -2.38023 0.39620
C 0.49097 -3.40618 0.35878
C 0.85137 -4.05571 1.56434
C 1.93170 -4.93002 1.62732
C 2.61020 -5.28921 0.46183
C 2.18724 -4.75841 -0.75959
C 1.16426 -3.80730 -0.81808
S 0.76436 -1.16828 2.54342
O 1.93593 -0.98978 1.71771
O 0.79732 -1.98024 3.74453
H 1.02888 3.48229 4.28707
H 2.02845 1.24247 3.75451
H -2.78761 2.09998 2.78228
H -1.38348 3.91073 3.79211
H -1.40392 -2.42487 -0.43416
H 0.25189 -3.86453 2.45357
H 2.19918 -5.33896 2.60407
H 3.42925 -6.00922 0.51060
H 2.65332 -5.09911 -1.68959
H 0.92271 -3.32004 -1.77248
C -1.73929 -3.22352 -3.22706
S -1.13764 -1.58821 -2.87511
C -2.26823 -0.47663 -3.69215
C -1.19744 -1.31658 -1.16968
O 0.22758 -1.40686 -3.37525
H -2.66824 -3.39573 -2.66500
H -1.92963 -3.27931 -4.31149
H -0.95957 -3.94551 -2.94055
H -3.16133 -0.33092 -3.07024
H -1.75335 0.48044 -3.86430
H -2.54801 -0.91780 -4.66100
H -2.09239 -0.73022 -0.93094
H -0.30906 -0.71249 -0.95901
*
```



No. 2
# C25H45BrClN3O20PS4

5 unconnected molecules or ions with the total composition C25H45BrClN3O20PS4 in a non-equilibrium geometry (ωB97M-V/def2-TZVPD, the Open Molecules 2025 dataset).

For the HOMO-LUMO gap, the calculation gives 7.74 eV. As for the total energy: -207254.8469 eV. Its HOMO energy is -11.97 eV.

ORCA input file:
```
! RIJCOSX wB97M-V def2-TZVPD def2/J DEFGRID3
* xyz 1 1
C 0.80253 -6.68195 -1.64215
C 0.29834 -5.48760 -1.03746
C -1.21944 -5.44206 -0.60342
O -1.81141 -6.52542 -0.46058
O -1.95934 -4.22391 -0.38600
C -1.94624 -3.45761 -1.62542
C -3.14406 -2.41821 -1.77286
C -3.15867 -1.25482 -0.66789
C -1.87487 -0.26572 -0.81255
C -1.57718 0.45390 0.58470
C -0.02954 0.66344 0.92769
C 0.84412 -0.70083 0.97774
C 0.11032 -2.08762 1.26152
C 0.05447 -2.46055 2.83968
O -0.59174 -1.76381 3.65683
C 1.72179 -0.53784 -0.39124
N 2.83412 0.32779 0.06650
C 3.50425 1.25959 -0.87223
C 2.65967 1.72968 -2.14040
C 2.74758 0.64190 -3.33558
Cl 4.49643 0.35805 -3.88506
C 2.63239 0.71620 1.44478
N 2.91345 1.82792 2.11316
N 1.92118 -0.49108 1.99229
P 3.31573 -1.58437 2.07510
O 3.15095 -2.96163 1.09283
Br 3.31021 -2.45014 4.20973
H 1.85154 -7.08579 -1.40554
H 0.17736 -7.32733 -2.34581
H 1.03769 -4.63990 -0.86598
H -2.00889 -4.22596 -2.48390
H -0.90105 -2.98573 -1.72354
H -3.04006 -1.89638 -2.79364
H -4.11081 -3.02178 -1.82390
H -4.12149 -0.65015 -0.85716
H -3.24343 -1.68812 0.38094
H -2.14398 0.50201 -1.61007
H -1.03060 -0.93971 -1.19364
H -2.10262 -0.08087 1.44058
H -2.04314 1.50527 0.51621
H -0.00341 1.24364 1.92620
H 0.36010 1.41523 0.14221
H 0.60140 -2.96206 0.69122
H -0.98816 -2.12667 0.92986
H 0.65155 -3.37357 3.21971
H 0.96165 -0.17115 -1.15093
H 2.02975 -1.56011 -0.81641
H 3.75276 2.21680 -0.27457
H 4.52817 0.80438 -1.14345
H 3.19015 2.66345 -2.55879
H 1.58546 2.02426 -1.91655
H 2.20976 1.08539 -4.24308
H 2.25451 -0.35203 -3.06827
H 3.74908 2.40577 1.98014
H 2.19784 2.12943 2.81760
H 2.53071 -3.63052 1.45648
C 4.18368 3.34313 6.21058
C 2.76747 3.39098 6.76108
O 2.13071 4.45643 6.05181
S 2.74830 4.54252 4.55784
O 1.86775 3.84001 3.66408
O 3.17884 5.88267 4.32116
O 4.05216 3.61227 4.81115
H 4.80614 4.12628 6.65095
H 4.65558 2.37338 6.36989
H 2.74426 3.57538 7.83457
H 2.22608 2.46647 6.53955
C -4.53242 -0.72683 5.09969
C -3.44398 -0.52514 4.05697
O -4.11023 0.04632 2.93291
S -5.33680 0.96714 3.45373
O -4.89056 2.32872 3.48361
O -6.52803 0.55584 2.77608
O -5.38636 0.41493 4.97739
H -5.12508 -1.62019 4.88462
H -4.12863 -0.79522 6.10999
H -2.95409 -1.45689 3.77848
H -2.69264 0.19000 4.40378
C -6.62344 4.45514 -0.31015
C -6.34723 3.04029 0.17078
O -5.71128 2.39080 -0.93263
S -4.83609 3.47996 -1.75396
O -3.47310 3.38278 -1.31677
O -5.21282 3.41643 -3.13212
O -5.48447 4.81315 -1.09791
H -7.50728 4.48888 -0.95301
H -6.75047 5.15439 0.51649
H -7.25713 2.51259 0.45522
H -5.64817 3.03809 1.01191
C 5.01828 0.34453 -7.87837
C 5.32320 -1.02845 -7.30067
O 4.19052 -1.83029 -7.63428
S 3.58288 -1.32483 -9.05203
O 4.09386 -2.17048 -10.08726
O 2.18610 -1.06800 -8.87823
O 4.36680 0.09379 -9.12377
H 4.32626 0.89787 -7.23707
H 5.92065 0.93671 -8.03291
H 5.47097 -1.00183 -6.22163
H 6.20290 -1.47083 -7.77717
*
```



No. 3
# C9H14NO7PS

A molecular structure, C9H14NO7PS (ωB97M-V/def2-TZVPD, the Open Molecules 2025 dataset).

For the HOMO-LUMO gap, the calculation gives 9.64 eV. As for the total energy: -45507.9343 eV. Its HOMO energy is -9.28 eV.

ORCA input file:
```
! RIJCOSX wB97M-V def2-TZVPD def2/J DEFGRID3
* xyz 0 1
C 0.22393 -1.03175 2.06794
C 0.60226 0.12616 1.20607
O -0.15854 0.97135 0.82792
O 1.92694 0.14108 0.83316
C 2.65517 1.27429 1.24975
O 3.70661 1.57159 0.35329
S 4.73494 0.41276 -0.15719
O 4.79931 -0.58942 0.88436
O 3.75920 -0.20979 -1.34193
P 3.87431 -1.80694 -1.68201
N 5.31031 -2.30416 -1.87039
O 3.02202 -2.46166 -0.52509
O 2.91613 -1.92285 -2.93493
H 0.03499 -0.68769 3.08183
H 1.01332 -1.77668 2.10185
H -0.66456 -1.50102 1.65275
H 3.04480 1.12504 2.25748
H 2.00611 2.14842 1.23936
H 5.47104 -2.66796 -2.80066
H 3.45475 -2.33148 0.33319
H 2.22119 -1.25232 -2.95482
C -5.72330 0.61812 -0.79130
C -5.66561 1.69875 0.07764
C -4.43896 2.14282 0.55239
C -3.26774 1.51139 0.15516
C -3.32775 0.43284 -0.71579
C -4.55385 -0.01617 -1.18696
H -6.67948 0.27032 -1.16044
H -6.57745 2.19464 0.38484
H -4.39520 2.98255 1.23410
H -2.31240 1.85493 0.51973
H -2.41385 -0.05731 -1.02749
H -4.59864 -0.85984 -1.86383
*
```



No. 4
# C5H13NO

2 unconnected molecules or ions with the total composition C5H13NO in a non-equilibrium geometry (ωB97M-V/def2-TZVPD, the Open Molecules 2025 dataset).

For the HOMO-LUMO gap, the calculation gives 10.13 eV. Its SMILES is CC(C)N.CC=O. As for the total energy: -8932.8985 eV. Its HOMO energy is -9.15 eV.

ORCA input file:
```
! RIJCOSX wB97M-V def2-TZVPD def2/J DEFGRID3
* xyz 0 1
C -1.43402 1.14432 -0.55784
C -0.37546 0.55675 -1.51332
C -0.65307 -0.89229 -1.80367
N -0.23030 1.30882 -2.76555
H -1.53971 0.57707 0.36407
H -1.28210 2.20391 -0.36696
H -2.42685 1.02991 -1.02608
H 0.53994 0.67387 -0.92252
H 0.10788 -1.29476 -2.47753
H -0.65355 -1.56094 -0.93894
H -1.62404 -1.06243 -2.28070
H 0.05799 2.25005 -2.52023
H -1.15260 1.33924 -3.18184
O 0.74002 0.29107 1.75405
C 0.66199 -0.86154 2.07575
C 1.56441 -1.50936 3.07031
H -0.11211 -1.50037 1.61886
H 2.19221 -2.27036 2.59596
H 0.96976 -2.01991 3.83088
H 2.26909 -0.84046 3.55073
*
```